Computed, not measured: a structure of composition C34H54F6N6O3S2Ti at a distorted geometry, with wB97M-V/def2-TZVPD.

```
! RIJCOSX wB97M-V def2-TZVPD def2/J DEFGRID3
* xyz 2 1
Ti -1.2494 -0.9676 1.3274
C 2.8804 -0.9562 3.5496
C 1.7014 -1.3643 2.7321
N 0.4902 -1.4098 3.1172
N 0.1066 -1.1357 4.3836
C -1.1611 -1.4954 4.7040
N -1.5327 -1.3693 5.9673
S -2.1985 -2.1027 3.5199
C 1.8208 -1.8373 1.3321
C 3.0176 -2.2771 0.8038
C 3.0316 -2.8751 -0.4482
C 1.8411 -3.0026 -1.1342
C 0.6908 -2.4935 -0.5608
N 0.6603 -1.9216 0.6464
H 2.6995 -1.0611 4.6181
H 3.1251 0.0878 3.3378
H 3.7589 -1.5524 3.3184
H 0.7576 -0.7870 5.0736
H -0.9138 -1.0471 6.6948
H -2.4841 -1.5862 6.2179
H 3.9326 -2.1737 1.3660
H 3.9589 -3.2387 -0.8694
H 1.7904 -3.4710 -2.1065
H -0.2440 -2.5372 -1.0907
C -1.8807 -0.0342 -1.7100
O -0.9839 -0.2230 -0.5973
H -2.2002 1.0041 -1.7576
H -2.7390 -0.6817 -1.5591
H -1.3642 -0.3146 -2.6278
H -0.1167 0.2752 -0.7324
C 0.7429 2.0776 2.9137
C -0.6890 1.9809 2.4062
O -0.9198 0.6783 1.9432
C -0.9139 3.0110 1.2555
F -1.8442 2.5911 0.3965
F 0.2105 3.2080 0.5597
F -1.2956 4.1904 1.7429
C -1.6787 2.2833 3.5566
F -2.9165 2.4697 3.1075
F -1.3071 3.3539 4.2511
F -1.7033 1.2420 4.4110
H 1.4144 1.7369 2.1261
H 0.8512 1.4575 3.8025
H 0.9952 3.1039 3.1765
C -2.2251 -4.1107 -1.6562
C -2.8397 -4.5092 -0.3099
C -1.8348 -4.7230 0.8216
C -4.0144 -3.5938 -0.0203
C -5.2695 -4.0921 -0.3576
C -6.4130 -3.3324 -0.2296
C -6.3141 -2.0450 0.2590
C -5.0961 -1.4788 0.6267
C -5.1665 -0.0671 1.1813
C -4.4164 0.9549 0.3383
C -4.8031 0.0318 2.6590
C -3.9501 -2.2746 0.4567
O -2.6765 -1.7514 0.7395
H -1.3389 -4.7071 -1.8842
H -1.9615 -3.0510 -1.6790
H -2.9482 -4.2600 -2.4579
H -3.2884 -5.4929 -0.4621
H -1.3702 -3.8136 1.1907
H -1.0360 -5.3866 0.4836
H -2.3192 -5.1985 1.6751
H -5.3370 -5.1063 -0.7312
H -7.3763 -3.7422 -0.5006
H -7.2105 -1.4498 0.3775
H -6.2248 0.1923 1.1155
H -3.3442 0.7656 0.3443
H -4.5647 1.9593 0.7358
H -4.7594 0.9434 -0.6974
H -3.7266 0.0176 2.8219
H -5.2368 -0.7886 3.2314
H -5.1753 0.9707 3.0691
C 5.8243 3.6539 -2.3854
C 5.8588 3.7062 -0.8619
C 4.7033 2.9905 -0.1667
C 3.3174 3.5653 -0.4499
N 2.7405 3.1465 -1.7303
C 2.0763 2.0160 -1.9367
S 1.8776 0.8361 -0.7043
N 1.5531 1.7896 -3.1479
C 1.7064 2.6445 -4.3241
C 3.0717 2.5289 -5.0074
C 3.2007 1.3451 -5.9641
C 3.0933 -0.0267 -5.3045
H 6.7613 4.0146 -2.8077
H 5.0341 4.2830 -2.8033
H 5.6713 2.6322 -2.7421
H 5.8831 4.7489 -0.5325
H 6.7931 3.2617 -0.5135
H 4.8585 3.0463 0.9143
H 4.6989 1.9272 -0.4248
H 3.3541 4.6559 -0.4685
H 2.6142 3.2730 0.3268
H 2.8925 3.7533 -2.5200
H 1.1922 0.8603 -3.2726
H 1.4916 3.6743 -4.0287
H 0.9132 2.3653 -5.0186
H 3.8508 2.4632 -4.2414
H 3.2576 3.4536 -5.5581
H 4.1656 1.4218 -6.4682
H 2.4439 1.4335 -6.7486
H 3.7930 -0.1208 -4.4700
H 3.3158 -0.8166 -6.0211
H 2.0873 -0.2233 -4.9241
*
```

Calculated values
HOMO = -13.29 eV
largest force on an atom = 1.50 eV Å⁻¹
molecular weight = 820.834 u